DFT (the ωB97M-V functional and the def2-TZVPD basis) results for a 3-piece molecular cluster, C5H13NO2 overall.

```
21
C5H13NO2 | OMol25 | the ωB97M-V functional and the def2-TZVPD basis
C 0.16 -0.60 -0.75
C -0.36 0.16 0.31
C 1.76 1.02 0.57
C -2.09 -1.17 0.08
C -1.04 1.49 0.10
N 0.99 -1.63 -0.58
O -0.12 -0.33 -2.03
O 2.31 -0.10 1.28
H -0.89 0.26 -2.08
H 3.21 0.08 1.59
H -0.18 -0.21 1.30
H 1.61 -1.55 0.23
H 1.34 -2.08 -1.41
H 2.36 1.28 -0.31
H 1.61 1.88 1.23
H -1.76 -2.20 0.21
H -2.65 -0.81 0.94
H -2.66 -1.04 -0.84
H -2.10 1.39 -0.12
H -0.56 2.06 -0.70
H -0.94 2.09 1.00
```

Values from the calculation:
E_HOMO (alpha / beta) = -5.9 / -5.8 eV
Orbital gap (alpha / beta) = 6.610 / 6.502 eV
E_LUMO (alpha / beta) = 0.0266 / 0.0265 Ha
2S+1 = 1

DFT (the ωB97M-V functional and the def2-TZVPD basis) results for C5H13NO2 as an isolated structure in a non-equilibrium geometry.

```
21
C5H13NO2 | OMol25 | the ωB97M-V functional and the def2-TZVPD basis
C 1.54 -0.05 0.47
C 2.58 -0.24 -1.41
C 3.50 0.94 -1.65
O 0.51 -0.93 0.43
H -0.28 -0.56 -0.05
H 2.57 -0.45 0.00
H 1.23 0.97 0.21
H 3.04 -1.21 -1.56
H 1.66 -0.20 -1.99
H 2.98 1.88 -1.53
H 3.92 0.92 -2.67
H 4.34 0.93 -0.95
C -4.05 0.20 0.91
C -2.60 -0.21 0.81
N -2.07 -0.83 1.89
O -1.94 0.04 -0.19
H -1.10 -1.13 1.86
H -2.61 -1.02 2.71
H -4.55 -0.16 1.81
H -4.58 -0.17 0.04
H -4.10 1.29 0.89
```

Values from the calculation:
E_HOMO = -7.2 eV
Orbital gap = 8.035 eV
E_LUMO = 0.0291 Ha
2S+1 = 1

DFT (the ωB97M-V functional and the def2-TZVPD basis) results for a 2-piece molecular cluster, C5H13NO2 overall in a non-equilibrium geometry.

```
21
C5H13NO2 | OMol25 | the ωB97M-V functional and the def2-TZVPD basis
C 0.94 1.08 -0.62
C 1.15 -0.24 0.11
C 1.77 -1.30 -0.80
C -0.21 -0.74 0.66
N -0.64 0.01 1.83
C -1.67 0.88 1.78
O -2.27 1.16 0.76
H 1.89 1.49 -0.98
H 0.21 1.12 -1.42
H 0.59 1.83 0.10
H 1.71 -0.04 1.02
H 1.43 -2.31 -0.57
H 2.86 -1.29 -0.75
H 1.58 -1.06 -1.84
H -0.17 -1.78 0.94
H -1.00 -0.67 -0.08
H -0.17 -0.15 2.70
H -1.96 1.33 2.74
O -2.14 -0.05 -2.12
H -1.23 0.23 -1.92
H -2.67 0.52 -1.53
```

Values from the calculation:
E_HOMO = -10.0 eV
Orbital gap = 10.717 eV
E_LUMO = 0.0275 Ha
SMILES string = CC(C)CNC=O.O
2S+1 = 1

DFT (the ωB97M-V functional and the def2-TZVPD basis) results for a 3-piece molecular cluster, C5H13NO2 overall in a non-equilibrium geometry.

```
21
C5H13NO2 | OMol25 | the ωB97M-V functional and the def2-TZVPD basis
C -0.21 -0.33 -2.47
C -0.16 0.58 -1.53
C -0.80 0.27 -0.20
N -1.06 1.36 0.69
C -1.11 -0.98 0.27
C -1.26 -1.18 1.71
H -0.47 -1.37 -2.45
H -0.03 0.06 -3.52
H -0.02 1.66 -1.46
H -1.71 1.41 1.44
H -1.24 2.18 0.16
H -0.83 -1.77 -0.41
H -0.79 -0.40 2.30
H -0.84 -2.19 1.80
H -2.25 -1.27 2.16
O 2.65 -0.85 -1.39
H 1.95 -0.51 -0.81
H 2.33 -1.79 -1.34
O 2.06 2.03 1.77
H 2.49 1.45 1.15
H 1.28 1.63 2.15
```

Values from the calculation:
E_HOMO = -8.0 eV
Orbital gap = 8.621 eV
E_LUMO = 0.0237 Ha
SMILES string = C=C/C(N)=C/C.O.O
2S+1 = 1

DFT (the ωB97M-V functional and the def2-TZVPD basis) results for a 2-piece molecular cluster, C5H13NO2 overall in a non-equilibrium geometry.

```
21
C5H13NO2 | OMol25 | the ωB97M-V functional and the def2-TZVPD basis
C -1.33 -2.15 0.66
C -0.62 -0.82 1.05
C 0.29 -0.42 -0.05
O 0.07 -0.53 -1.29
N 1.41 0.37 0.18
C 2.33 0.61 -0.98
C 1.75 0.79 1.47
H -1.01 -2.51 -0.45
H -2.37 -2.21 0.90
H -0.89 -3.06 1.25
H -1.42 -0.14 1.16
H -0.39 -0.82 2.10
H 1.80 1.39 -1.83
H 2.36 -0.31 -1.64
H 3.35 0.95 -0.81
H 2.16 -0.10 1.86
H 1.03 1.47 1.98
H 2.74 1.18 1.57
O -3.34 1.84 -0.95
H -2.40 1.96 -0.79
H -3.19 1.12 -1.55
```

Values from the calculation:
E_HOMO = -9.1 eV
Orbital gap = 9.676 eV
E_LUMO = 0.0228 Ha
SMILES string = CCC(=O)N(C)C.O
2S+1 = 1

DFT (the ωB97M-V functional and the def2-TZVPD basis) results for a 2-piece molecular cluster, C5H13NO2 overall in a non-equilibrium geometry.

```
21
C5H13NO2 | OMol25 | the ωB97M-V functional and the def2-TZVPD basis
C -0.17 -0.78 2.67
C -0.43 0.29 1.62
O -1.27 1.16 1.93
N 0.15 0.26 0.37
C -0.34 1.07 -0.70
C -1.64 0.32 -1.40
C 0.71 1.38 -1.68
H -0.52 -0.49 3.68
H -0.72 -1.69 2.42
H 0.96 -0.85 2.72
H 0.85 -0.47 0.23
H -0.75 2.00 -0.41
H -1.06 -0.28 -2.22
H -2.03 -0.24 -0.58
H -2.33 1.08 -1.75
H 1.50 2.08 -1.22
H 0.33 1.96 -2.46
H 1.28 0.55 -1.98
O 2.04 -2.16 -0.26
H 1.72 -2.26 -1.18
H 1.72 -2.93 0.21
```

Values from the calculation:
E_HOMO = -9.1 eV
Orbital gap = 9.503 eV
E_LUMO = 0.0151 Ha
SMILES string = CC(=O)NC(C)C.O
2S+1 = 1